Version 1
{"formula": "C4H4N4", "method": "wB97M-V/def2-TZVPD", "smiles": "C[C@]1(C#N)C=NN=N1", "orbital_gap_ev": 9.6, "homo_energy_ev": -10.18, "elements": ["C", "C", "C", "N", "C", "N", "N", "N", "H", "H", "H", "H"], "positions_angstrom": [[-0.45, 0.05, 0.48], [1.00, 0.46, 0.16], [1.21, 1.85, 0.10], [1.48, 2.97, -0.09], [1.52, -0.28, -1.03], [2.49, -1.02, -0.85], [2.91, -0.90, 0.44], [2.28, -0.18, 1.15], [-0.92, 0.81, 1.01], [-0.47, -0.89, 1.02], [-0.90, -0.01, -0.55], [1.01, -0.18, -1.93]]}

=====

Version 2
{"formula": "C4H4N4", "method": "wB97M-V/def2-TZVPD", "smiles": "[H]/N=C/N=C1N=CC=N1", "orbital_gap_ev": 8.8, "homo_energy_ev": -10.09, "elements": ["H", "N", "C", "N", "C", "N", "C", "C", "N", "H", "H", "H"], "positions_angstrom": [[1.17, 3.30, 1.80], [0.48, 2.84, 1.21], [0.69, 1.67, 0.88], [-0.43, 1.10, 0.07], [-0.26, -0.06, -0.21], [-1.28, -0.80, -0.86], [-0.86, -2.00, -0.99], [0.51, -1.99, -0.48], [0.80, -0.90, 0.08], [1.49, 1.02, 1.19], [-1.37, -2.92, -1.25], [1.18, -2.84, -0.45]]}

=====

Winner for stability: version 2

=====

Version 1
{"formula": "C4H4N4", "method": "wB97M-V/def2-TZVPD", "smiles": "[H]/N=c1/ncccnn1", "orbital_gap_ev": 8.7, "homo_energy_ev": -9.65, "elements": ["H", "N", "C", "N", "C", "C", "C", "N", "N", "H", "H", "H"], "positions_angstrom": [[0.27, 2.30, 2.18], [-0.25, 2.04, 1.38], [0.16, 1.30, 0.46], [-0.68, 1.07, -0.63], [-1.07, -0.13, -1.02], [-0.53, -1.33, -0.48], [0.69, -1.31, 0.07], [1.76, -0.30, 0.01], [1.52, 0.98, 0.22], [-1.54, -0.06, -2.18], [-1.20, -2.30, -0.27], [0.88, -2.28, 0.25]]}

=====

Version 2
{"formula": "C4H4N4", "method": "wB97M-V/def2-TZVPD", "orbital_gap_ev": 9.1, "homo_energy_ev": -9.65, "elements": ["C", "C", "C", "C", "H", "H", "H", "H", "N", "N", "N", "N"], "positions_angstrom": [[0.27, 2.11, 0.36], [-0.28, 1.15, -0.65], [-0.15, -0.24, -0.07], [-0.99, -1.31, -0.31], [0.69, 1.65, 1.46], [0.48, 3.28, -0.30], [-0.80, 1.23, -1.69], [-2.11, -1.18, -0.55], [-0.30, -2.45, -0.35], [0.86, -2.48, 0.43], [1.40, -1.47, 1.04], [0.93, -0.28, 0.64]]}

=====

Winner for stability: version 1

=====

Version 1
{"formula": "C3H9N2O3", "method": "wB97M-V/def2-TZVPD", "total_charge": -1, "orbital_gap_ev": 8.3, "homo_energy_ev": -4.57, "elements": ["C", "O", "C", "N", "H", "H", "H", "H", "H", "H", "H", "N", "C", "O", "O", "H", "H"], "positions_angstrom": [[0.12, -0.61, -0.67], [-0.86, 0.28, -1.13], [0.60, -1.41, -1.86], [1.68, -2.34, -1.52], [0.96, -0.09, -0.21], [-0.29, -1.27, 0.11], [-1.07, 0.94, -0.41], [-0.28, -1.89, -2.29], [0.98, -0.70, -2.59], [2.12, -2.68, -2.36], [1.31, -3.15, -1.03], [-0.92, 2.69, 2.86], [-1.01, 1.64, 1.91], [-1.33, 2.02, 0.75], [-0.77, 0.48, 2.31], [-0.38, 2.49, 3.68], [-0.84, 3.60, 2.46]]}

=====

Version 2
{"formula": "C3H9N2O3", "method": "wB97M-V/def2-TZVPD", "total_charge": -1, "orbital_gap_ev": 8.4, "homo_energy_ev": -4.33, "elements": ["O", "C", "N", "C", "N", "C", "O", "H", "H", "H", "H", "H", "H", "H", "H", "H", "O"], "positions_angstrom": [[-1.39, 2.51, 0.20], [-0.64, 1.51, 0.05], [0.61, 1.56, -0.28], [-1.48, 0.11, 0.08], [-0.66, -0.87, 0.85], [-0.33, -2.04, 0.11], [0.72, -2.21, -0.80], [1.41, 0.41, -0.36], [1.14, 2.38, -0.23], [-1.93, -0.24, -0.84], [-2.47, 0.32, 0.67], [0.08, -0.40, 1.27], [-1.17, -2.13, -0.56], [-0.27, -2.94, 0.85], [2.70, 0.22, 0.58], [1.52, -1.56, -0.48], [2.42, -0.10, -0.19]]}

=====

Winner for stability: version 1

=====

Version 1
{"formula": "C3H4N2OS", "method": "wB97M-V/def2-TZVPD", "smiles": "Cn1ncsc1=O", "orbital_gap_ev": 9.8, "homo_energy_ev": -9.27, "elements": ["C", "N", "N", "C", "S", "C", "O", "H", "H", "H", "H"], "positions_angstrom": [[1.41, 0.80, -0.02], [0.23, 0.01, -0.06], [0.10, -1.31, 0.23], [-1.06, -1.82, 0.28], [-2.30, -0.45, -0.13], [-0.97, 0.63, -0.27], [-0.94, 2.00, -0.53], [1.13, 1.84, -0.32], [1.64, 0.91, 1.08], [2.21, 0.16, -0.42], [-1.45, -2.76, 0.15]]}

=====

Version 2
{"formula": "C3H4N2OS", "method": "wB97M-V/def2-TZVPD", "smiles": "Nc1c[nH]c(=S)o1", "orbital_gap_ev": 8.0, "homo_energy_ev": -7.51, "elements": ["N", "C", "C", "N", "C", "S", "O", "H", "H", "H", "H"], "positions_angstrom": [[1.61, -1.32, 0.16], [0.54, -0.47, 0.16], [0.45, 0.96, 0.10], [-0.92, 1.27, 0.16], [-1.57, 0.09, 0.12], [-3.20, -0.05, -0.01], [-0.70, -0.94, 0.05], [2.40, -0.81, -0.23], [1.56, -2.25, -0.24], [1.33, 1.50, -0.09], [-1.50, 2.01, -0.16]]}

=====

Version 3
{"formula": "C3H4N2OS", "method": "wB97M-V/def2-TZVPD", "orbital_gap_ev": 8.9, "homo_energy_ev": -8.47, "elements": ["C", "C", "C", "N", "N", "O", "S", "H", "H", "H", "H"], "positions_angstrom": [[0.30, -0.12, 0.25], [-1.35, 0.79, -1.08], [0.47, 0.26, 1.60], [0.57, -0.92, -0.59], [0.58, -1.66, -1.51], [-1.22, 0.35, -2.15], [-1.88, 1.77, 0.02], [0.78, -0.59, 2.21], [-0.64, 0.52, 1.94], [1.31, 1.02, 1.68], [1.08, -1.42, -2.38]]}

=====

Winner for stability: version 2

=====

Version 1
{"formula": "C3H4N2OS", "method": "wB97M-V/def2-TZVPD", "orbital_gap_ev": 9.6, "homo_energy_ev": -9.24, "elements": ["C", "C", "C", "H", "H", "H", "H", "N", "N", "O", "S"], "positions_angstrom": [[-1.95, 0.64, 0.09], [0.28, -0.51, 0.00], [2.37, -0.61, 0.09], [-1.34, 1.46, -0.61], [-2.02, 0.71, 1.31], [-3.21, 0.66, -0.50], [3.22, -1.25, 0.12], [1.30, -1.43, -0.08], [2.12, 0.70, -0.16], [0.69, 0.64, -0.14], [-1.46, -1.01, -0.13]]}

=====

Version 2
{"formula": "C3H4N2OS", "method": "wB97M-V/def2-TZVPD", "orbital_gap_ev": [7.0, 6.9], "homo_energy_ev": [-9.54, -9.54], "elements": ["C", "C", "C", "N", "N", "O", "S", "H", "H", "H", "H"], "positions_angstrom": [[-0.85, 1.90, 0.38], [-1.06, 0.17, -0.86], [0.99, -0.90, 0.17], [0.17, 1.21, 0.69], [0.06, 0.11, -0.08], [-1.56, 1.38, -0.64], [-0.37, -3.32, -1.32], [-1.11, 2.83, 1.01], [2.06, -0.46, 0.08], [0.95, -1.12, 1.17], [0.73, -1.80, -0.59]]}

=====

Version 3
{"formula": "C3H4N2OS", "method": "wB97M-V/def2-TZVPD", "smiles": "Nn1ccc(=S)o1", "orbital_gap_ev": 8.3, "homo_energy_ev": -8.36, "elements": ["N", "N", "C", "C", "C", "S", "O", "H", "H", "H", "H"], "positions_angstrom": [[-1.82, -0.78, 1.73], [-1.37, -0.54, 0.48], [-0.85, -1.44, -0.38], [0.27, -0.93, -0.97], [0.55, 0.39, -0.47], [1.86, 1.36, -0.68], [-0.47, 0.56, 0.47], [-1.13, -1.20, 2.41], [-2.19, 0.02, 2.24], [-1.18, -2.49, -0.42], [0.93, -1.47, -1.73]]}

=====

Winner for stability: version 3

=====

Version 1
{"formula": "C3H4N2OS", "method": "wB97M-V/def2-TZVPD", "orbital_gap_ev": [7.8, 8.4], "homo_energy_ev": [-7.99, -9.25], "elements": ["C", "C", "C", "N", "N", "O", "S", "H", "H", "H", "H"], "positions_angstrom": [[0.22, 0.66, 0.40], [-0.11, -0.83, 0.21], [1.83, 0.39, -1.02], [1.12, 1.21, -0.29], [-1.56, -0.98, -0.22], [-2.33, -1.41, 0.71], [1.10, -1.27, -1.01], [-0.33, 1.34, 1.03], [-0.13, -1.50, 1.06], [2.72, 0.60, -1.58], [-1.89, -0.26, -0.72]]}

=====

Version 2
{"formula": "C3H4N2OS", "method": "wB97M-V/def2-TZVPD", "smiles": "[H]/N=C\\N(C=O)C=S", "orbital_gap_ev": 8.0, "homo_energy_ev": -9.16, "elements": ["H", "N", "C", "N", "C", "O", "C", "S", "H", "H", "H"], "positions_angstrom": [[-1.55, -0.84, -1.29], [-2.03, -0.58, -0.23], [-1.14, -0.16, 0.59], [0.26, 0.02, 0.15], [0.40, 0.45, -1.23], [-0.51, -0.01, -2.05], [1.22, 0.15, 0.95], [1.14, -0.20, 2.54], [-1.20, -0.05, 1.66], [1.35, 0.93, -1.42], [2.06, 0.29, 0.34]]}

=====

Winner for stability: version 2

=====

Version 1
{"formula": "C3H4N2OS", "method": "wB97M-V/def2-TZVPD", "smiles": "OSn1ccnc1", "orbital_gap_ev": 9.7, "homo_energy_ev": -9.26, "elements": ["O", "S", "N", "C", "C", "N", "C", "H", "H", "H", "H"], "positions_angstrom": [[2.46, -0.48, -0.75], [2.01, 0.34, 0.61], [0.36, 0.17, 0.51], [-0.54, -0.83, 0.71], [-1.76, -0.50, 0.20], [-1.58, 0.74, -0.34], [-0.40, 1.13, -0.12], [2.25, 0.07, -1.47], [-0.15, -1.72, 1.02], [-2.69, -1.02, 0.14], [0.03, 2.10, -0.53]]}

=====

Version 2
{"formula": "C3H4N2OS", "method": "wB97M-V/def2-TZVPD", "orbital_gap_ev": 9.5, "homo_energy_ev": -9.93, "elements": ["C", "C", "C", "N", "N", "O", "S", "H", "H", "H", "H"], "positions_angstrom": [[0.75, -0.92, 0.00], [0.38, -0.32, -1.12], [-1.00, 0.36, 0.49], [-0.42, -0.95, 0.87], [-1.03, 0.04, -0.95], [-0.98, -2.91, -1.36], [-1.64, -1.51, -0.32], [1.67, -1.37, 0.33], [0.89, -0.11, -2.04], [-2.01, 0.49, 0.89], [-0.37, 1.21, 0.74]]}

=====

Version 3
{"formula": "C3H4N2OS", "method": "wB97M-V/def2-TZVPD", "smiles": "CC(=S)/C=N\\N=O", "orbital_gap_ev": [7.2, 7.2], "homo_energy_ev": [-9.02, -9.02], "elements": ["C", "C", "S", "C", "N", "N", "O", "H", "H", "H", "H"], "positions_angstrom": [[-0.35, -0.49, -0.20], [1.11, -0.65, 0.01], [1.76, -2.17, 0.08], [1.80, 0.56, 0.06], [3.06, 0.71, -0.09], [4.19, 0.59, 0.32], [5.23, 0.51, -0.27], [-0.69, -0.11, -1.22], [-1.05, -1.46, -0.12], [-0.82, 0.21, 0.45], [1.36, 1.53, -0.16]]}

=====

Version 4
{"formula": "C3H4N2OS", "method": "wB97M-V/def2-TZVPD", "smiles": "[H]/N=C/N=C=O.C=S", "orbital_gap_ev": 8.5, "homo_energy_ev": -8.95, "elements": ["H", "N", "C", "N", "C", "O", "H", "C", "S", "H", "H"], "positions_angstrom": [[-1.46, 1.70, 2.84], [-0.45, 1.60, 2.61], [-0.24, 1.51, 1.40], [0.99, 1.17, 0.95], [1.44, 0.47, 0.11], [1.88, -0.05, -0.83], [-0.94, 1.50, 0.55], [-0.26, -1.91, -2.03], [-0.60, -2.80, -0.75], [-1.06, -1.29, -2.32], [0.70, -1.89, -2.54]]}

=====

Winner for stability: version 1

=====

Version 1
{"formula": "C3H4N2OS", "method": "wB97M-V/def2-TZVPD", "smiles": "C=N/N=C\\SC=O", "orbital_gap_ev": 9.7, "homo_energy_ev": -9.69, "elements": ["C", "N", "N", "C", "S", "C", "O", "H", "H", "H", "H"], "positions_angstrom": [[-0.11, -0.93, -1.97], [-0.07, -0.27, -0.85], [0.72, -1.02, 0.12], [0.96, -0.45, 1.18], [0.71, 1.19, 1.75], [-0.88, 1.66, 1.10], [-1.42, 2.75, 1.14], [-0.63, -0.69, -2.88], [0.31, -2.00, -1.92], [1.81, -1.00, 1.77], [-1.40, 0.77, 0.56]]}

=====

Version 2
{"formula": "C3H4N2OS", "method": "wB97M-V/def2-TZVPD", "smiles": "Oc1c[nH]nc1S", "orbital_gap_ev": 9.3, "homo_energy_ev": -8.77, "elements": ["O", "C", "C", "N", "N", "C", "S", "H", "H", "H", "H"], "positions_angstrom": [[-0.31, 2.00, -0.18], [-0.33, 0.66, -0.27], [-1.49, 0.04, -0.09], [-1.11, -1.25, -0.20], [0.22, -1.46, -0.23], [0.80, -0.16, -0.25], [2.60, -0.07, -0.20], [0.73, 2.33, 0.07], [-2.40, 0.44, 0.26], [-1.84, -1.99, 0.11], [3.13, -0.54, 0.98]]}

=====

Winner for stability: version 2